{
  "formula": "C44H103N5O28S7",
  "method": "the ωB97M-V functional and the def2-TZVPD basis",
  "species": ["C", "C", "N", "C", "C", "C", "C", "H", "H", "H", "H", "H", "H", "H", "H", "H", "H", "H", "H", "H", "H", "H", "C", "C", "N", "C", "C", "C", "C", "H", "H", "H", "H", "H", "H", "H", "H", "H", "H", "H", "H", "H", "H", "H", "C", "C", "N", "C", "C", "C", "C", "H", "H", "H", "H", "H", "H", "H", "H", "H", "H", "H", "H", "H", "H", "H", "C", "C", "N", "C", "C", "C", "C", "H", "H", "H", "H", "H", "H", "H", "H", "H", "H", "H", "H", "H", "H", "H", "C", "C", "N", "C", "C", "C", "C", "H", "H", "H", "H", "H", "H", "H", "H", "H", "H", "H", "H", "H", "H", "H", "C", "C", "O", "S", "O", "O", "O", "H", "H", "H", "H", "C", "C", "O", "S", "O", "O", "O", "H", "H", "H", "H", "C", "C", "O", "S", "O", "O", "O", "H", "H", "H", "H", "C", "C", "O", "S", "O", "O", "O", "H", "H", "H", "H", "C", "C", "O", "S", "O", "O", "O", "H", "H", "H", "H", "C", "C", "O", "S", "O", "O", "O", "H", "H", "H", "H", "C", "C", "O", "S", "O", "O", "O", "H", "H", "H", "H"],
  "xyz": [[-2.114674, -5.231890, -2.974854], [-2.389851, -3.925674, -2.206227], [-1.168984, -3.140677, -1.875105], [-0.099048, -3.876786, -1.298180], [1.265826, -3.235632, -1.376320], [-1.542388, -1.988725, -1.035897], [-2.151863, -0.853719, -1.809085], [-3.008040, -5.677283, -3.412605], [-1.795830, -5.987463, -2.256830], [-1.448732, -5.127166, -3.831391], [-3.071714, -3.371667, -2.851393], [-3.063929, -4.078484, -1.363390], [-0.376527, -3.892963, -0.244205], [-0.036284, -4.861967, -1.760314], [1.255098, -2.202085, -1.030237], [2.013097, -3.717755, -0.746052], [1.531189, -3.090486, -2.423516], [-0.693581, -1.596914, -0.475429], [-2.157910, -2.222451, -0.167215], [-2.214403, 0.017834, -1.157496], [-3.110979, -1.024280, -2.298080], [-1.478829, -0.475295, -2.578446], [-3.257663, 1.364979, 0.172008], [-4.373519, 0.334232, 0.399869], [-3.905359, -1.040593, 0.504987], [-3.445069, -1.323629, 1.853693], [-2.289147, -2.299008, 1.821448], [-4.834520, -2.104553, 0.071088], [-5.041647, -2.050648, -1.456995], [-3.728830, 2.345906, 0.234417], [-2.760965, 1.177232, -0.779898], [-2.416753, 1.232051, 0.852673], [-5.023191, 0.674166, 1.206382], [-5.088979, 0.404964, -0.419412], [-3.126244, -0.418381, 2.370392], [-4.295596, -1.706257, 2.417873], [-1.983442, -2.286620, 2.867628], [-2.629291, -3.265134, 1.448630], [-1.402718, -2.029465, 1.247268], [-5.852976, -2.030292, 0.452330], [-4.566950, -3.124568, 0.346884], [-5.604264, -2.904424, -1.834664], [-4.073987, -1.939204, -1.946190], [-5.646955, -1.182283, -1.717074], [6.707783, -1.343960, -1.179400], [6.181956, -1.614358, -2.666041], [4.703580, -1.526039, -2.789399], [4.144094, -2.023802, -3.981543], [4.230455, -3.504996, -4.053812], [4.299010, -0.170895, -2.438293], [3.086052, -0.244945, -1.514585], [5.856143, -1.317024, -0.499636], [7.205514, -0.405120, -0.936600], [7.475078, -2.065737, -0.899381], [6.603939, -1.058248, -3.503165], [6.444359, -2.631703, -2.956321], [3.124727, -1.651036, -4.081709], [4.742367, -1.632958, -4.804589], [5.178307, -3.856385, -4.461491], [4.074811, -3.885585, -3.044351], [3.432874, -3.780006, -4.743998], [3.918579, 0.377521, -3.300036], [5.020253, 0.461849, -1.921048], [3.413973, -0.224742, -0.475289], [2.448756, -1.116132, -1.666216], [2.525057, 0.685975, -1.596884], [1.059846, -1.754323, 3.670504], [0.321022, -2.564601, 2.486435], [0.421599, -4.044893, 2.748909], [-0.917180, -4.647249, 2.774709], [-1.396423, -4.810143, 1.358436], [1.415752, -4.675968, 1.857030], [2.870279, -4.144521, 2.175466], [0.717683, -0.719508, 3.657199], [2.149447, -1.727915, 3.657410], [0.705638, -2.136930, 4.627713], [-0.719027, -2.255016, 2.383652], [0.732996, -2.232739, 1.533415], [-1.511588, -4.028050, 3.446550], [-0.869948, -5.668816, 3.151895], [-2.483419, -4.821525, 1.438477], [-0.976073, -5.619640, 0.761690], [-1.006107, -3.962588, 0.795048], [1.490580, -5.751833, 2.015204], [1.187971, -4.450810, 0.815139], [3.048653, -3.113950, 1.868528], [3.006277, -4.097616, 3.255925], [3.618681, -4.778693, 1.700255], [1.379193, 1.421916, 4.123193], [2.547469, 0.638650, 3.529268], [2.644675, 0.761592, 2.082854], [3.684923, -0.215007, 1.606721], [3.123133, -1.661514, 1.576797], [3.158248, 2.110761, 1.629821], [3.031780, 2.349412, 0.131896], [1.028483, 0.893273, 5.009559], [0.532457, 1.419472, 3.436803], [1.452383, 2.498100, 4.279981], [3.423023, 0.934912, 4.106973], [2.454179, -0.423788, 3.754257], [4.120322, 0.057023, 0.645198], [4.519745, -0.119763, 2.301066], [3.733946, -2.284221, 0.923158], [3.131736, -2.232931, 2.504973], [2.072352, -1.665816, 1.287068], [4.183898, 2.325323, 1.929996], [2.594619, 2.839428, 2.212459], [3.732660, 1.813535, -0.508189], [3.217625, 3.395233, -0.112717], [2.008420, 2.107649, -0.155153], [0.107394, 5.345307, 0.561609], [0.986385, 4.066365, 0.768269], [2.361710, 4.533106, 0.834963], [2.580049, 5.871091, -0.161476], [2.653367, 5.429142, -1.512705], [3.624426, 6.711851, 0.388772], [1.020423, 6.398586, 0.283566], [-0.404888, 5.515699, 1.508518], [-0.671221, 5.161806, -0.178780], [1.044625, 3.433954, -0.117603], [0.726213, 3.506733, 1.666722], [-4.097015, 3.264042, -1.420475], [-3.183184, 2.716291, -2.539994], [-3.888055, 1.929782, -3.402016], [-5.306385, 1.342098, -2.664666], [-5.243540, -0.138743, -2.541818], [-6.342941, 1.915075, -3.485975], [-5.021052, 2.149076, -1.241492], [-4.548145, 4.112400, -1.935150], [-3.545588, 3.571284, -0.531863], [-2.227116, 2.262916, -2.278307], [-2.833446, 3.562036, -3.132023], [-1.537543, -1.654223, 5.214529], [-0.910176, -0.411230, 5.783078], [-1.248882, 0.632445, 4.842418], [-2.352464, 0.221751, 3.702628], [-1.953062, 0.777212, 2.359759], [-3.709418, 0.361509, 4.244717], [-1.874459, -1.374493, 3.867065], [-2.429420, -1.970829, 5.755291], [-0.801945, -2.458368, 5.195762], [0.153580, -0.552039, 5.974615], [-1.513597, -0.127664, 6.645386], [-0.036460, 1.281301, 1.344210], [-0.246913, -0.248255, 1.066800], [-0.626147, -0.371951, -0.241253], [-0.225311, 0.946563, -1.152763], [-1.206444, 1.251720, -2.185129], [1.140398, 0.728329, -1.600504], [-0.262277, 1.921200, 0.099453], [0.947512, 1.682319, 1.587312], [-0.803429, 1.657644, 2.021128], [-0.968785, -0.736614, 1.721406], [0.677474, -0.822284, 1.130731], [2.049913, 3.627612, -3.568620], [1.746665, 2.859370, -2.291050], [0.390481, 3.045975, -1.900353], [-0.315845, 4.345489, -2.666010], [-0.029408, 5.564769, -1.886205], [-1.680415, 4.052850, -3.176168], [0.808266, 4.304041, -3.863175], [2.199797, 2.992665, -4.441807], [2.821068, 4.396365, -3.519242], [2.275595, 3.285414, -1.438510], [1.890314, 1.779236, -2.319459], [-1.325718, 5.819953, 3.439977], [-2.639965, 5.154569, 4.005830], [-2.506331, 3.901113, 3.483036], [-0.971689, 3.334693, 3.141494], [-0.891897, 2.728278, 1.801693], [-0.572862, 2.602709, 4.357674], [-0.345722, 4.831068, 3.179250], [-0.851440, 6.491476, 4.155676], [-1.586041, 6.454264, 2.592634], [-3.581433, 5.630040, 3.730750], [-2.584187, 5.057587, 5.090068], [-0.030903, 1.906489, -5.053306], [-1.260729, 1.771943, -4.072171], [-2.019404, 0.737229, -4.531078], [-1.510902, 0.150401, -5.978363], [-2.198023, 0.882111, -7.026473], [-1.508814, -1.287955, -6.044805], [-0.015849, 0.659766, -5.742812], [0.946845, 2.037218, -4.589608], [-0.194821, 2.669122, -5.814634], [-1.856092, 2.684341, -4.106512], [-0.907872, 1.441327, -3.095291]],
  "forces_ev_per_angstrom": [[-0.419, -0.261, 0.674], [0.401, -0.187, -1.346], [-2.173, 0.598, -1.379], [0.247, -0.140, 0.811], [-0.276, 1.114, -0.593], [-1.377, -4.277, -1.622], [-0.078, -0.617, -0.895], [-0.418, 0.365, 0.140], [0.547, -0.194, -0.288], [0.393, 0.191, 0.360], [0.565, 0.625, -0.233], [0.290, -0.499, 0.730], [1.265, -0.837, -1.097], [-0.092, -0.138, 0.369], [-0.439, -0.010, 0.418], [0.143, -0.285, -0.554], [0.524, -0.497, -0.094], [-0.430, -4.928, -2.402], [-0.735, -0.654, -1.447], [-1.520, -2.362, -0.848], [0.885, 0.244, 0.006], [-0.388, -1.866, -0.296], [0.284, -1.098, 0.742], [-0.485, -0.476, -0.757], [-0.475, 0.202, 0.942], [-0.290, -1.238, -1.328], [-2.764, -0.986, -0.373], [-0.692, 0.215, -1.603], [-0.435, -1.572, 1.576], [1.018, -1.208, 1.155], [-1.282, 1.020, 0.324], [-1.385, 0.497, -0.815], [0.066, -0.146, 0.939], [0.631, -0.668, 0.475], [-2.026, -1.594, -2.198], [-0.027, -0.322, 0.552], [-1.331, -2.501, -2.765], [-0.214, 1.161, 0.266], [-2.005, -0.339, -0.394], [-0.237, 0.512, 0.826], [0.922, 0.242, 0.365], [0.253, -0.492, 0.177], [-1.183, -0.759, 0.221], [-0.189, -2.555, 1.690], [-0.195, 0.266, -1.152], [-0.605, -0.854, 0.259], [2.170, 1.358, 2.890], [0.780, 0.729, -0.735], [-0.563, -0.552, -0.289], [-1.992, -0.616, 0.333], [2.298, 0.316, 0.182], [-0.035, -0.686, 0.017], [-0.039, 0.438, -0.836], [-0.454, -0.397, 0.076], [0.599, 0.846, 0.273], [0.071, -0.239, 0.407], [-0.065, -0.104, 0.071], [-0.185, 0.440, -0.823], [-0.021, -0.039, 0.132], [-0.152, -0.408, -0.178], [0.055, -0.706, 0.133], [0.513, 0.183, -0.672], [0.612, -0.338, -0.376], [-0.511, -0.728, -1.107], [0.327, 0.461, -0.413], [3.403, -1.804, 0.122], [-1.952, -1.078, -0.986], [2.008, -1.044, 2.361], [0.579, 0.960, 0.239], [1.941, -1.137, -0.547], [-0.628, 0.137, 0.107], [1.160, 0.699, 1.001], [-1.506, -1.472, -0.202], [-0.091, -0.210, -0.279], [-1.012, -1.195, 0.140], [0.589, -0.361, -0.297], [2.503, -0.912, 1.300], [-0.074, -1.505, 0.385], [-0.302, -0.393, -0.334], [0.247, 0.054, 0.740], [0.030, -0.665, -0.936], [-0.158, -0.637, 0.674], [-1.414, -0.248, 1.035], [-0.650, -0.092, 0.006], [0.040, -0.366, -0.008], [-0.900, -4.806, -0.463], [0.099, -0.542, 0.247], [0.043, -0.191, 0.124], [0.493, -1.114, -1.193], [0.403, 0.927, 0.707], [2.975, 0.290, -1.371], [-0.636, -0.318, 1.344], [1.643, 3.756, -0.593], [-0.320, -0.485, 0.794], [0.815, -0.882, 0.285], [0.266, 0.670, 0.105], [1.005, -1.205, 0.238], [1.228, -0.360, 0.414], [0.865, 0.345, -0.348], [0.423, 1.697, -0.071], [-0.199, 0.218, 0.781], [0.358, -0.337, 0.289], [0.049, 0.723, -0.643], [0.776, 3.039, 0.579], [1.136, 0.076, -0.485], [0.424, -0.448, 0.283], [-0.075, 0.086, -0.221], [-0.105, -0.389, 0.491], [0.483, -1.317, 0.261], [0.873, -0.381, 0.227], [0.229, -1.597, 1.284], [1.260, 1.580, -1.405], [-0.159, 4.069, 0.410], [-1.727, -0.622, 3.730], [0.089, 0.581, 0.301], [-2.138, -1.182, -0.868], [1.720, 0.727, -1.096], [0.805, 0.744, -1.084], [0.530, 0.385, 0.292], [-1.016, 0.712, 1.096], [1.487, 0.931, -0.948], [0.115, -0.079, -3.476], [-0.942, 1.517, 1.199], [-3.969, -2.499, 0.998], [2.263, 0.539, -3.071], [0.231, 7.768, -2.246], [0.298, -0.463, 1.715], [-1.733, 0.648, -1.684], [-0.921, 0.047, 0.683], [-0.607, 0.046, -0.425], [-2.830, 1.229, 0.684], [-4.400, -1.712, 0.774], [-0.123, -0.946, 0.360], [-2.118, 0.416, 0.352], [-0.829, -0.903, -0.701], [-0.055, -0.235, 2.224], [-2.839, -1.211, 8.764], [2.854, 0.403, -0.800], [-0.195, 4.018, 3.274], [-0.023, 0.081, -0.042], [-0.555, -0.158, -0.076], [-0.137, 0.691, -0.263], [0.764, -0.101, 0.518], [5.816, -8.927, -2.834], [4.018, 1.471, 1.262], [2.364, 9.268, 0.261], [0.779, -1.282, 3.731], [1.224, -3.902, 16.010], [-8.324, -1.682, 1.283], [-1.012, -0.606, -3.642], [-0.316, -1.445, 0.144], [2.350, -7.067, -0.577], [0.795, 1.269, -0.820], [-0.061, 1.094, 0.145], [-0.882, 0.531, -0.327], [2.293, 1.871, -0.311], [-1.938, 2.347, -1.892], [2.950, 2.162, -1.111], [-1.569, -2.809, -2.791], [9.676, 6.376, 1.568], [-1.924, 0.562, 0.232], [0.492, 0.147, 0.274], [-0.011, -0.317, 0.353], [0.188, -0.153, -1.446], [0.517, 2.079, -1.326], [-1.193, 1.982, 1.517], [2.465, 1.120, 0.881], [-0.146, -3.941, -2.070], [-3.065, 3.133, 3.572], [-6.647, 17.095, 6.267], [-2.108, 4.511, -3.990], [0.057, -1.291, 0.830], [-0.166, -0.070, 0.136], [0.314, -0.489, -0.521], [0.257, -0.090, -0.388], [-0.091, 0.336, 0.175], [-1.224, 0.117, -0.564], [1.903, 3.727, -8.655], [-0.945, -3.723, -2.544], [-1.113, 0.159, 0.140], [1.162, -0.599, 1.225], [0.082, 1.615, 0.466], [0.124, -0.855, -0.679], [-0.669, -0.607, -0.184], [0.226, 0.328, 0.066], [0.795, -1.668, -1.104], [2.718, 2.363, -8.149]],
  "mulliken_charge": [-1.82, 0.33, 0.60, 0.51, -1.14, -0.25, -1.58, 0.50, 0.39, 0.31, 0.19, -0.11, -1.27, 0.72, -0.95, 0.68, 0.41, 0.05, 0.37, -1.20, 0.60, 0.29, -0.41, -2.09, 0.91, -0.67, -0.23, -0.51, -0.79, 0.80, 1.02, 0.14, 0.05, 1.15, -1.68, 0.59, 0.09, -0.34, 0.79, 0.40, 0.47, 0.46, -0.27, 0.62, -0.86, -0.87, 1.02, -0.42, -1.66, -2.37, 2.80, -0.04, 0.29, 0.40, 0.49, 0.48, 0.25, 0.52, 0.46, 0.26, 0.45, 0.20, 0.43, -2.33, -0.34, -0.33, -1.85, 1.59, 0.25, -0.62, -1.06, 0.26, -1.21, -1.03, 1.10, 0.81, -0.70, 0.01, -0.06, 0.54, 0.59, 0.56, 0.41, 0.51, -0.18, -0.76, 0.29, 0.38, -1.86, -0.86, 1.65, -2.84, -1.19, -1.89, -1.73, 0.64, 0.36, 1.01, 0.61, -0.22, 1.80, 0.51, 0.89, 1.53, 0.98, 0.43, 0.42, 0.77, 1.45, 0.60, 0.43, 1.05, -0.71, 1.14, -0.51, -0.68, -0.63, -0.57, 0.67, 0.79, -1.07, -1.02, -0.45, -0.27, 1.03, -0.37, -0.72, -0.50, 0.62, 0.32, -0.87, 1.63, -0.80, -0.64, -0.29, 1.24, -0.21, -0.80, -0.31, 0.60, 0.50, 0.27, 0.61, -1.59, 1.68, -0.09, 1.70, -0.10, -0.91, 0.27, 0.91, -0.79, 0.64, -1.42, -1.47, 0.27, -1.23, 1.03, -0.72, -0.28, -0.45, 0.62, 0.44, -0.10, 0.71, -0.62, -0.37, -0.45, 1.85, 0.48, -0.89, -0.61, 0.44, 0.28, 0.36, 0.30, 0.79, 0.30, 0.04, 1.17, -0.67, -0.57, -0.52, -0.67, 0.38, 0.14, 0.39],
  "homo_ev": -7.09,
  "charge": 0,
  "relative_energy_kj_mol": 5246.6,
  "lumo_energy_ha": -0.0119,
  "gap_ev": 6.8
}